Computed, not measured: a molecular structure, C32H42N5O7SSbTa, with wB97M-V/def2-TZVPD.

Largest force on an atom in hartree/bohr: 0.014
Energy relative to the best compared isomer or geometry (same formula, charge and spin) in kcal/mol: 68.3
Total charge: +1
HOMO-LUMO gap in hartree: 0.2345

Last column: Mulliken charge in e.
Positions of all 89 atoms, in Å:
Ta 1.11156 -1.11371 -0.53290  2.218
C 2.50834 -3.25042 -4.06139  -0.383
O 1.19120 -3.54607 -4.53518  -0.512
C 0.23292 -3.91275 -3.65919  0.266
C -0.67679 -4.86826 -4.09869  -0.481
C -1.69520 -5.34123 -3.28327  -0.857
C -1.80693 -4.86952 -1.99250  -0.625
C -0.93836 -3.86837 -1.53692  -0.277
C -1.05713 -3.44588 -0.16596  0.128
N -0.36057 -2.51780 0.39272  0.429
N -0.57104 -2.37500 1.75993  -1.114
C 0.10073 -1.36413 2.18820  0.204
O 0.79038 -0.61643 1.32485  -0.174
C 0.17710 -1.01175 3.60831  0.540
C 1.14746 -0.11590 4.05059  -0.135
C 1.22923 0.19737 5.39796  -0.936
C 0.33648 -0.36596 6.29828  -0.389
C -0.63743 -1.25385 5.85573  -0.701
C -0.71641 -1.58230 4.51460  -0.471
C 0.06014 -3.35683 -2.38298  0.854
O 0.84070 -2.34802 -1.97930  -0.767
H 3.15858 -3.38691 -4.92171  0.351
H 2.80046 -3.94806 -3.27370  0.305
H 2.57719 -2.22818 -3.69712  -0.081
H -0.54503 -5.25036 -5.10187  0.497
H -2.36861 -6.10185 -3.65076  0.425
H -2.54774 -5.27452 -1.31454  0.510
H -1.76434 -3.97373 0.47060  0.500
H 1.82983 0.32799 3.33989  0.502
H 1.99010 0.88368 5.74476  0.421
H 0.39837 -0.11389 7.34862  0.418
H -1.33071 -1.69268 6.56010  0.427
H -1.46307 -2.27798 4.15829  0.454
O 4.63427 -2.45145 0.89725  -0.572
C 3.83285 -1.84183 0.26575  -0.109
O 2.53321 -2.22603 0.12777  -0.686
C 4.04437 -0.57615 -0.50425  0.680
C 5.23360 -0.02719 -0.81032  -0.833
C 5.20321 1.20666 -1.55541  -0.345
C 4.05659 1.70415 -2.05541  -0.916
C 2.80071 0.91502 -1.94163  1.142
N 2.84760 -0.05362 -0.90020  0.196
H 6.15192 -0.47338 -0.46292  0.554
H 6.12635 1.74681 -1.71631  0.485
H 4.04043 2.63003 -2.61441  0.513
H 3.24511 0.34811 -3.79515  0.393
C -1.42975 3.01547 4.54787  -0.766
C -0.55729 3.91536 3.67815  -1.015
Sb 0.15548 2.86457 1.93017  0.345
C 0.64955 4.59750 0.71483  -0.755
C 2.14873 4.73994 0.47438  -1.083
C -1.80331 2.54021 1.05745  -1.026
C -2.34676 1.13607 1.29834  -0.503
H -1.75955 3.53088 5.45141  0.415
H -0.89445 2.11533 4.85780  0.083
H -2.32672 2.69476 4.01413  0.207
H 0.31400 4.26547 4.23295  0.485
H -1.10805 4.79747 3.34733  0.487
H 0.24586 5.48703 1.20030  0.564
H 0.10809 4.49128 -0.22879  0.309
H 2.68648 4.92274 1.40595  0.377
H 2.37682 5.56852 -0.19996  0.363
H 2.58141 3.82930 0.04705  0.163
H -1.70783 2.73922 -0.01188  0.170
H -2.47447 3.29839 1.46905  0.648
H -1.69810 0.37994 0.84965  -0.284
H -3.34252 1.00691 0.86529  0.405
H -2.42592 0.90829 2.36308  0.372
C -4.89936 -2.14762 -1.43668  -1.300
N -3.52529 -1.78584 -1.72189  0.029
C -3.08059 -0.53389 -1.91178  0.560
S -1.45597 -0.26851 -2.34919  -0.432
N -3.96962 0.45195 -1.77209  -0.048
C -3.69839 1.87347 -1.88112  -0.864
H -4.96663 -3.23127 -1.39770  0.342
H -5.58437 -1.80014 -2.21529  0.415
H -5.21837 -1.75579 -0.46864  0.384
H -2.88469 -2.50923 -2.01221  0.077
H -4.92349 0.19427 -1.57560  0.184
H -2.68685 2.00581 -2.25193  0.200
H -3.79185 2.35594 -0.90807  0.280
H -4.40014 2.32737 -2.57889  0.411
C 1.12796 2.81757 -2.52388  -1.762
C 1.45782 1.62760 -1.71624  0.333
O 2.48166 0.26340 -3.20736  -0.485
O 0.67114 1.02817 -0.97936  -0.344
H 1.23817 2.52548 -3.56948  0.432
H 1.84796 3.61064 -2.31388  0.390
H 0.11755 3.16817 -2.33346  0.185

Cartesian forces (eV/Å) of the 2 atoms listed first:
-0.2 0.1 0.2
0.0 -0.1 0.0